This record from the OMol25 dataset describes an isolated molecule of C10H11NO2S at a distorted geometry. The level of theory is ωB97M-V/def2-TZVPD.

Geometry (Å):
H 4.612 -0.913 -0.892
C 0.327 -1.947 0.214
H -0.755 1.244 -0.931
H -4.707 0.402 -0.478
C -1.122 1.067 0.069
C 2.301 1.156 0.457
H 0.098 1.710 1.690
H -3.632 0.954 -1.785
H -0.526 0.063 1.823
C -0.084 0.785 1.132
C 1.223 0.289 0.590
H 2.185 2.181 0.778
H 4.325 1.433 -0.161
C 1.397 -1.034 0.158
C -3.791 0.929 -0.715
C 2.616 -1.464 -0.373
N -0.552 -2.686 0.203
H -2.190 -2.072 -0.628
C 3.508 0.733 -0.072
H -3.792 1.927 -0.295
O -2.799 -0.418 1.357
H 2.720 -2.492 -0.692
O -2.604 -1.277 -0.998
S -2.427 0.011 0.037
C 3.670 -0.581 -0.485

Computed properties:
- ΔE to the lowest compared entry with this formula, charge and spin (eV) = 1.221
- SMILES = C[S@@](=O)(O)=CCc1ccccc1C#N
- frontier orbital gap (eV) = 8.36